[1]
{"formula": "C18H19Cl5F6N3O7PS2W", "method": "ωB97M-V with the def2-TZVPD basis set", "charge": 1, "orbital_gap_ev": [6.86, 6.82], "multiplicity": 2, "fmax_ev_per_a": 0.3, "energy_ha": -5493.1367, "homo_energy_ev": [-11.4, -11.6], "de_lowest_ev": 1.101, "lumo_energy_ev": [-4.56, -4.78], "symbols": ["W", "C", "C", "O", "P", "S", "S", "O", "C", "C", "H", "H", "H", "H", "H", "H", "H", "H", "H", "H", "Cl", "C", "C", "Cl", "C", "Cl", "C", "O", "C", "Cl", "C", "Cl", "C", "C", "O", "C", "F", "F", "F", "C", "F", "F", "F", "H", "H", "H", "O", "N", "O", "O", "C", "C", "N", "C", "C", "N", "H", "H", "H", "H", "H", "H"], "xyz": [[1.341, 0.451, -0.691], [-3.227, 3.241, 2.207], [-3.113, 1.880, 1.569], [-2.005, 1.183, 2.207], [-1.459, -0.203, 1.667], [-0.163, -0.971, 2.851], [-0.945, 0.189, -0.363], [-2.718, -1.088, 1.310], [-3.390, -1.897, 2.328], [-3.076, -3.353, 2.098], [-4.068, 3.777, 1.769], [-2.324, 3.828, 2.036], [-3.392, 3.153, 3.280], [-2.912, 1.956, 0.498], [-4.015, 1.286, 1.715], [-4.449, -1.681, 2.203], [-3.072, -1.568, 3.317], [-3.367, -3.654, 1.092], [-3.629, -3.962, 2.814], [-2.011, -3.539, 2.237], [-3.475, 3.039, -5.660], [-2.164, 2.417, -4.753], [-1.800, 3.019, -3.551], [-2.646, 4.395, -2.979], [-0.738, 2.504, -2.814], [-0.209, 3.317, -1.387], [-0.058, 1.367, -3.243], [0.950, 0.824, -2.517], [-0.383, 0.806, -4.478], [0.568, -0.483, -5.082], [-1.438, 1.322, -5.224], [-1.840, 0.613, -6.727], [0.519, -3.330, 0.052], [1.641, -2.690, -0.740], [1.737, -1.300, -0.440], [3.012, -3.295, -0.359], [3.060, -4.584, -0.678], [4.019, -2.662, -0.956], [3.192, -3.188, 0.966], [1.366, -2.802, -2.255], [1.309, -4.073, -2.637], [0.181, -2.232, -2.514], [2.295, -2.173, -2.970], [0.721, -3.247, 1.116], [0.432, -4.379, -0.227], [-0.418, -2.822, -0.171], [4.605, 2.297, -1.484], [3.617, 1.707, -1.237], [2.485, 2.275, -0.995], [3.518, 0.433, -1.162], [3.524, -0.283, 2.078], [2.557, 0.836, 2.168], [1.662, 1.226, 1.256], [0.930, 2.270, 1.809], [1.392, 2.509, 3.051], [2.405, 1.598, 3.254], [3.952, -0.357, 1.080], [3.014, -1.218, 2.308], [4.333, -0.142, 2.791], [0.130, 2.746, 1.274], [1.094, 3.222, 3.797], [2.944, 1.493, 4.099]], "forces_ev_per_a": [[0.2140, -0.0759, -0.1431], [-0.0029, -0.0231, -0.0127], [0.0061, 0.0072, 0.0188], [0.0237, -0.0215, -0.0271], [-0.0497, 0.0268, -0.0449], [0.0284, -0.0120, 0.0043], [-0.0115, 0.0135, 0.0428], [-0.0046, 0.0191, 0.0212], [0.0079, -0.0072, -0.0283], [-0.0031, 0.0146, 0.0075], [0.0020, 0.0039, 0.0025], [0.0014, 0.0054, 0.0002], [-0.0011, -0.0004, 0.0019], [-0.0017, -0.0023, -0.0041], [-0.0038, -0.0021, -0.0078], [-0.0039, -0.0045, 0.0056], [-0.0008, 0.0074, 0.0036], [-0.0019, -0.0011, 0.0009], [0.0013, -0.0062, -0.0037], [0.0007, -0.0058, -0.0011], [-0.0104, -0.0001, -0.0025], [0.0097, 0.0086, 0.0211], [0.0016, 0.0156, -0.0038], [-0.0040, 0.0007, 0.0028], [-0.0194, -0.0058, 0.0034], [-0.0035, 0.0057, 0.0128], [0.0338, -0.0323, -0.0486], [-0.0969, -0.0022, 0.1976], [0.0347, -0.0201, -0.0007], [-0.0020, -0.0056, 0.0168], [-0.0011, 0.0070, -0.0142], [-0.0018, -0.0073, 0.0000], [-0.0101, 0.0147, 0.0202], [-0.0114, 0.0026, 0.0675], [-0.0273, 0.0715, -0.0790], [0.0015, -0.0283, -0.0289], [0.0026, 0.0054, 0.0007], [-0.0074, 0.0047, 0.0191], [0.0052, 0.0048, 0.0195], [-0.0013, -0.0088, -0.0060], [-0.0007, 0.0050, -0.0154], [-0.0124, 0.0155, -0.0042], [0.0010, 0.0049, -0.0131], [0.0047, 0.0031, -0.0079], [0.0088, -0.0002, -0.0024], [-0.0042, -0.0112, -0.0064], [0.0007, -0.0134, -0.0048], [0.0364, 0.0262, -0.0006], [-0.0590, 0.0400, -0.0072], [-0.0728, -0.0129, 0.0493], [-0.0062, 0.0009, -0.0109], [-0.0012, 0.0074, -0.0110], [0.0175, -0.0558, 0.0098], [0.0088, 0.0290, -0.0352], [-0.0336, -0.0368, 0.0070], [0.0251, 0.0365, 0.0120], [-0.0058, -0.0148, 0.0050], [-0.0004, -0.0085, -0.0057], [-0.0047, 0.0089, 0.0059], [0.0001, 0.0101, 0.0025], [-0.0005, -0.0011, 0.0035], [0.0052, 0.0005, -0.0043]], "lowdin_charge": [1.62, -0.06, -0.26, -0.34, -0.04, 0.41, 0.49, -0.36, -0.26, -0.07, 0.09, 0.07, 0.09, 0.09, 0.12, 0.12, 0.10, 0.09, 0.09, 0.06, 0.73, -0.70, -0.69, 0.72, -0.60, 0.77, -0.41, -0.33, -0.59, 0.80, -0.69, 0.74, 0.03, -0.32, -0.29, -0.57, 0.20, 0.19, 0.16, -0.59, 0.20, 0.13, 0.17, 0.07, 0.12, 0.08, 0.21, -0.48, -0.17, -0.08, 0.02, -0.37, -0.11, -0.14, -0.03, 0.14, 0.07, 0.08, 0.10, 0.07, 0.13, 0.18]}


[2]
{"formula": "C4H7NO", "method": "ωB97M-V with the def2-TZVPD basis set", "orbital_gap_ev": 11.55, "multiplicity": 1, "fmax_ev_per_a": 1.0, "energy_ha": -286.5725, "homo_energy_ev": -10.9, "de_lowest_ev": 1.611, "lumo_energy_ev": 0.69, "symbols": ["C", "C", "C", "C", "N", "H", "H", "H", "H", "H", "O", "H", "H"], "xyz": [[1.028, 1.044, -0.671], [0.011, 0.187, -0.694], [-1.067, 0.140, 0.359], [-2.388, 0.363, -0.238], [-3.411, 0.541, -0.744], [1.792, 1.027, -1.441], [1.124, 1.798, 0.107], [-0.078, -0.545, -1.496], [-0.900, 0.897, 1.132], [-1.054, -0.841, 0.848], [1.510, -1.547, 1.321], [1.905, -2.261, 0.810], [1.526, -0.802, 0.706]], "forces_ev_per_a": [[-0.1777, -0.0764, -0.0673], [0.1942, 0.2124, -0.0821], [-0.0006, 0.0377, 0.0613], [-0.8476, 0.0961, -0.4267], [0.8634, -0.1567, 0.4611], [-0.0849, 0.0192, 0.0659], [-0.0187, -0.1279, -0.0774], [0.0316, 0.1244, 0.1167], [0.0142, -0.1076, -0.1208], [-0.0601, 0.1165, -0.0326], [0.0862, -0.0990, -0.1449], [-0.0062, -0.0640, 0.1590], [0.0063, 0.0251, 0.0880]], "lowdin_charge": [0.00, -0.21, -0.19, -0.22, 0.14, 0.07, 0.08, 0.12, 0.13, 0.12, -0.06, 0.04, -0.01]}